## P
Below is C5H10N2O in the gas phase, with properties calculated with the ωB97M-V functional and the def2-TZVPD basis.

Properties
E_LUMO = 0.894 eV
SMILES string = C=C(C(N)=O)N(C)C
frontier orbital gap = 0.3330 Ha

Last column: Mulliken charge in e.
Cartesian coordinates (Å):
C1 -0.97 -0.15 1.58  -1.0672
C2 -0.35 0.10 0.44  0.6544
C3 -1.45 0.85 -0.86  0.2947
N1 -2.54 0.09 -1.07  -0.3807
O1 -1.26 1.92 -1.38  -0.5863
N2 0.72 -0.28 -0.21  -0.1630
C4 1.50 0.61 -1.05  -0.8423
C5 1.79 -1.08 0.99  -1.0112
H1 -0.51 -0.69 2.39  0.3000
H2 -2.00 0.15 1.72  0.3170
H3 -3.29 0.43 -1.66  0.2475
H4 -2.68 -0.77 -0.56  0.2378
H5 0.88 0.98 -1.86  0.3527
H6 1.90 1.46 -0.48  0.2884
H7 2.32 0.05 -1.50  0.3166
H8 2.09 -0.36 1.75  0.3514
H9 1.24 -1.92 1.40  0.3311
H10 2.61 -1.39 0.36  0.3591

## Q
Below is C5H10N2O in the gas phase, with properties calculated with the ωB97M-V functional and the def2-TZVPD basis.

Properties
E_LUMO = 0.671 eV
SMILES string = [H]/N=C(/C=C(/C)O)NC
frontier orbital gap = 0.2864 Ha

Last column: Mulliken charge in e.
Cartesian coordinates (Å):
H1 2.65 1.54 -0.01  0.1953
N1 2.63 0.53 0.12  -0.8300
C1 1.44 0.07 0.20  0.6503
C2 0.87 -1.18 0.52  -1.1178
C3 -0.52 -1.03 0.20  1.0051
C4 -1.64 -1.16 1.19  -1.3505
O1 -0.97 -1.28 -1.06  -0.5025
N2 0.16 0.85 -0.03  -0.1918
C5 0.04 1.69 -1.23  -0.8259
H2 1.28 -1.94 1.17  0.3178
H3 -1.65 -2.20 1.53  0.3349
H4 -1.46 -0.53 2.06  0.3516
H5 -2.61 -0.94 0.74  0.3730
H6 -0.19 -1.47 -1.60  0.4401
H7 -0.07 1.37 0.81  0.2730
H8 0.15 1.05 -2.10  0.2473
H9 0.82 2.46 -1.27  0.2997
H10 -0.94 2.16 -1.25  0.3304

## R
Below is C5H10N2O in the gas phase, with properties calculated with the ωB97M-V functional and the def2-TZVPD basis.

Properties
E_LUMO = 0.850 eV
SMILES string = C/C=C(O)\C(N)=C/N
frontier orbital gap = 0.2990 Ha

Last column: Mulliken charge in e.
Cartesian coordinates (Å):
C1 -1.02 0.21 1.94  -1.1499
C2 -0.87 -0.75 0.79  -0.5854
C3 0.34 -1.07 0.15  0.5682
O1 0.83 -2.34 0.09  -0.5244
C4 0.85 0.02 -0.54  0.6104
N1 2.22 0.17 -0.85  -0.5321
C5 -0.16 0.98 -0.74  -0.9168
N2 -1.35 0.89 -1.51  -0.4617
H1 -1.00 -0.33 2.89  0.3326
H2 -1.99 0.72 1.90  0.2974
H3 -0.23 0.96 1.95  0.3142
H4 -1.62 -1.55 0.81  0.3710
H5 1.52 -2.37 -0.59  0.3308
H6 2.85 0.16 -0.06  0.2312
H7 2.43 0.93 -1.48  0.2461
H8 0.15 2.03 -0.69  0.3924
H9 -1.31 1.42 -2.37  0.2333
H10 -1.63 -0.07 -1.68  0.2427

Which structure loses on stability? R does.